(1)
{"formula": "C3H4N2O2", "method": "wB97M-V/def2-TZVPD", "orbital_gap_ev": 9.955, "charge": 0, "symbols": ["N", "C", "C", "O", "C", "O", "N", "H", "H", "H", "H"], "coordinates": [[-1.45, 0.22, -0.68], [-0.36, -0.41, 1.22], [-0.44, 0.73, 0.21], [0.78, 0.79, -0.52], [1.49, -0.30, -0.22], [2.55, -0.60, -0.68], [0.76, -0.99, 0.80], [-1.48, 0.61, -1.61], [-2.34, 0.13, -0.22], [-0.61, 1.73, 0.62], [1.09, -1.91, 1.08]], "lowdin_charge": [0.07, 0.07, -0.42, 0.08, -0.52, 0.15, 0.10, 0.09, 0.08, 0.14, 0.15]}

***

(2)
{"formula": "C3H4N2O2", "method": "wB97M-V/def2-TZVPD", "orbital_gap_ev": [8.751, 8.750], "charge": 0, "symbols": ["C", "C", "C", "N", "N", "O", "O", "H", "H", "H", "H"], "coordinates": [[1.26, -0.37, -0.14], [-2.77, 0.41, 0.13], [1.67, 1.03, -0.07], [0.46, -1.16, 0.13], [-0.10, -2.24, 0.46], [-1.90, 1.13, 0.32], [-3.58, -0.38, -0.07], [0.91, 1.72, -0.36], [2.52, 1.08, -0.81], [2.21, 1.33, 0.80], [-0.68, -2.55, -0.38]], "lowdin_charge": [-0.06, -0.43, -0.07, -0.16, 0.02, 0.21, 0.21, 0.06, 0.09, 0.07, 0.07]}

***

(3)
{"formula": "C3H4N2O2", "method": "wB97M-V/def2-TZVPD", "smiles": "O/N=C1/C=NOC1", "orbital_gap_ev": 9.334, "charge": 0, "symbols": ["C", "C", "C", "H", "H", "H", "H", "N", "N", "O", "O"], "coordinates": [[0.42, 0.06, -0.39], [-0.03, -0.12, 1.10], [0.16, -1.22, -1.06], [1.02, 3.08, 0.06], [0.67, -0.25, 1.87], [-0.50, 1.06, 1.24], [0.08, -1.52, -2.19], [0.59, 1.36, -0.92], [-0.77, -1.75, -0.35], [0.65, 2.10, 0.35], [-1.06, -1.10, 0.90]], "lowdin_charge": [-0.20, -0.11, -0.09, 0.18, 0.10, 0.18, 0.16, 0.07, 0.07, -0.24, -0.11]}

***

(4)
{"formula": "C3H4N2O2", "method": "wB97M-V/def2-TZVPD", "smiles": "[H]/N=C(\\O)N=C=CO", "orbital_gap_ev": 8.959, "charge": 0, "symbols": ["O", "C", "N", "C", "O", "C", "N", "H", "H", "H", "H"], "coordinates": [[-2.64, 0.48, 0.42], [-1.46, 0.06, -0.08], [-0.38, 0.71, 0.58], [0.76, 0.22, 0.47], [2.92, -0.02, -0.52], [1.96, -0.28, 0.42], [-1.32, -0.77, -1.01], [-2.46, 1.14, 1.10], [2.55, 0.56, -1.21], [2.28, -1.00, 1.16], [-2.23, -1.10, -1.34]], "lowdin_charge": [0.07, -0.55, 0.14, -0.06, 0.01, -0.17, 0.16, 0.11, 0.11, 0.13, 0.06]}

***

(5)
{"formula": "C3H4N2O2", "method": "wB97M-V/def2-TZVPD", "smiles": "Nc1cc(=O)o[nH]1", "orbital_gap_ev": 9.867, "charge": 0, "symbols": ["C", "C", "C", "H", "H", "H", "H", "N", "N", "O", "O"], "coordinates": [[-0.06, -0.03, -0.46], [-0.26, 1.09, 0.11], [0.85, 1.03, 1.26], [-1.13, -1.65, -1.22], [-1.96, -0.37, -1.35], [-0.88, 1.95, -0.34], [1.19, -1.81, -0.28], [-0.96, -0.65, -1.36], [0.66, -1.02, 0.29], [1.12, 1.69, 2.21], [1.44, -0.22, 1.15]], "lowdin_charge": [-0.42, 0.06, -0.42, 0.08, 0.10, 0.15, 0.20, 0.08, 0.05, 0.12, 0.00]}

***

(6)
{"formula": "C3H4N2O2", "method": "wB97M-V/def2-TZVPD", "smiles": "Nn1ccc(=O)o1", "orbital_gap_ev": 9.073, "charge": 0, "symbols": ["C", "C", "C", "H", "H", "H", "H", "N", "N", "O", "O"], "coordinates": [[0.16, -0.92, -0.39], [1.18, -0.91, 0.46], [1.37, 0.63, 0.75], [-2.19, -0.20, 0.14], [-2.15, 0.94, -1.45], [-0.45, -1.68, -0.74], [1.83, -1.52, 0.99], [-1.73, 0.53, -0.40], [-0.47, 0.43, -0.59], [2.14, 1.36, 1.25], [0.30, 1.35, -0.01]], "lowdin_charge": [-0.01, 0.06, -0.36, 0.10, 0.21, 0.09, 0.08, 0.02, -0.35, 0.14, 0.02]}